1.
A 2-piece molecular cluster, C3H9NO2S overall at a distorted geometry, computed with ωB97M-V with the def2-TZVPD basis set.

Each atom is followed by the atoms it is bonded to, with distances in Å.
Element x y z (Å)
1 S 0.628 1.883 0.146  C7 1.635
2 O -2.093 0.131 0.823  C6 1.424, H14 0.992
3 O 0.484 -1.022 1.209  N4 1.348
4 N 1.020 -0.191 2.126  O3 1.348, H10 0.932, H12 1.085, H16 1.032
5 C 0.568 0.121 -1.888  C7 1.544, H11 1.117, H13 1.133, H15 1.015
6 C -1.630 0.470 -0.481  O2 1.424, C7 1.485, H8 1.110, H9 1.170
7 C -0.183 0.733 -0.687  S1 1.635, C5 1.544, C6 1.485
8 H -1.986 -0.281 -1.216  C6 1.110
9 H -2.195 1.445 -0.794  C6 1.170
10 H 1.903 -0.453 2.266  N4 0.932
11 H 0.912 0.939 -2.566  C5 1.117
12 H 0.983 0.880 1.956  N4 1.085
13 H 0.008 -0.730 -2.384  C5 1.133
14 H -1.628 -0.710 1.068  O2 0.992
15 H 1.345 -0.396 -1.489  C5 1.015
16 H 0.499 -0.157 3.016  N4 1.032

Computed properties:
E in eV: -19673.2368
Frontier orbital gap in eV: 8.40
HOMO in eV: -8.522
Relative energy (zero: lowest compared OMol25 entry of this formula, charge and spin) in eV: 5.176
SMILES string: [NH3+][O-].CC(=S)CO

Löwdin population analysis, charges in e, atoms 1 to 4:
1. S 0.74
2. O -0.10
3. O -0.27
4. N -0.07



2.
A 2-piece molecular cluster, C3H9NO2S overall at a distorted geometry, computed with ωB97M-V with the def2-TZVPD basis set.

Each atom is followed by the atoms it is bonded to, with distances in Å.
Element x y z (Å)
1 S -2.191 0.115 2.024  C7 1.831, H8 1.341
2 O 0.459 2.031 -2.263  H9 0.981, H10 0.979
3 O 2.269 0.078 0.611  C6 1.238
4 N -0.635 -0.826 -0.865  C5 1.425, H11 1.039, H12 1.046
5 C -0.007 -0.931 0.410  N4 1.425, C6 1.580, C7 1.547, H14 1.122
6 C 1.547 -0.817 0.153  O3 1.238, C5 1.580, H16 1.212
7 C -0.478 0.178 1.380  S1 1.831, C5 1.547, H13 1.061, H15 1.149
8 H -2.222 -1.055 1.370  S1 1.341
9 H -0.176 2.742 -2.032  O2 0.981
10 H 0.596 1.582 -1.404  O2 0.979
11 H -1.100 0.044 -1.193  N4 1.039
12 H 0.133 -1.013 -1.549  N4 1.046
13 H -0.344 1.032 0.765  C7 1.061
14 H -0.333 -1.929 0.803  C5 1.122
15 H 0.313 0.485 2.156  C7 1.149
16 H 2.168 -1.718 -0.367  C6 1.212

Computed properties:
E in eV: -19675.4218
Frontier orbital gap in eV: 9.64
HOMO in eV: -9.347
Relative energy (zero: lowest compared OMol25 entry of this formula, charge and spin) in eV: 2.991
SMILES string: N[C@@H](C=O)CS.O

Löwdin population analysis, charges in e, atoms 1 to 4:
1. S 0.71
2. O -0.08
3. O 0.02
4. N 0.01



3.
A 2-piece molecular cluster, C3H9NO2S overall at a distorted geometry, computed with ωB97M-V with the def2-TZVPD basis set.

Each atom is followed by the atoms it is bonded to, with distances in Å.
Element x y z (Å)
1 S -0.184 -2.377 1.776  C6 1.843, H13 1.338
2 O -3.761 2.167 -2.651  H9 0.958, H16 0.963
3 O 2.261 1.261 -1.024  C7 1.196
4 N -0.532 0.179 0.176  C5 1.473, H12 1.005, H15 1.016
5 C 0.834 -0.354 0.043  N4 1.473, C6 1.534, C7 1.513, H14 1.095
6 C 1.217 -1.370 1.127  S1 1.843, C5 1.534, H10 1.093, H11 1.083
7 C 1.798 0.811 -0.017  O3 1.196, C5 1.513, H8 1.115
8 H 1.952 1.292 0.978  C7 1.115
9 H -2.928 2.640 -2.666  O2 0.958
10 H 1.616 -0.810 1.977  C6 1.093
11 H 1.935 -2.105 0.787  C6 1.083
12 H -0.502 1.176 0.051  N4 1.005
13 H 0.103 -3.442 1.018  S1 1.338
14 H 0.862 -0.877 -0.919  C5 1.095
15 H -0.896 0.024 1.111  N4 1.016
16 H -3.774 1.785 -1.767  O2 0.963

Computed properties:
E in eV: -19676.3625
Frontier orbital gap in eV: 9.99
HOMO in eV: -9.537
Relative energy (zero: lowest compared OMol25 entry of this formula, charge and spin) in eV: 2.051
SMILES string: N[C@@H](C=O)CS.O

Löwdin population analysis, charges in e, atoms 1 to 4:
1. S 0.71
2. O -0.06
3. O 0.08
4. N 0.04